(1)
This record from OMol25 describes a 5-piece molecular cluster, C49H71FN5O3 overall at a distorted geometry. The level of theory is ωB97M-V with the def2-TZVPD basis set.

Computed properties:
orbital gap = 8.55 eV
total charge = +1
total energy = -2508.440924 a.u.
E_HOMO = -10.82 eV
multiplicity = 1
lowest unoccupied orbital energy = -2.3 eV

Geometry as XYZ:
```
129
C49H71FN5O3, DFT ωB97M-V with the def2-TZVPD basis set
C -1.26 6.46 6.48
C -0.84 4.90 6.28
C 0.35 4.76 5.21
C 0.44 3.24 4.72
C 1.03 2.21 5.80
C 0.02 1.03 6.24
C 0.57 -0.46 5.88
C -0.60 -1.43 5.38
C -1.11 -1.15 3.86
C -2.51 -0.40 4.11
C -2.76 1.09 3.69
C -4.14 1.80 3.97
C -5.34 1.07 4.66
C -5.11 -0.41 5.03
C -3.76 -1.11 4.77
C -0.13 -0.18 3.04
C 1.00 -1.30 2.62
C 0.29 -2.77 2.50
C 0.85 -3.97 3.40
C 2.36 -3.81 3.90
F 2.31 -3.15 5.20
C 0.49 -3.11 0.95
C 1.94 -3.65 0.53
C 3.06 -2.52 0.32
C 4.14 -3.04 -0.75
O 5.40 -2.34 -0.73
N -1.12 -2.38 2.97
C -2.23 -2.47 1.94
O -2.17 -1.42 0.96
C -3.45 -1.13 0.35
C -3.44 -1.36 -1.26
O -4.14 -0.28 -1.95
C -3.42 0.13 -3.15
C -2.68 1.53 -2.77
H -0.34 7.14 6.53
H -1.87 6.51 7.46
H -1.93 6.84 5.64
H -0.45 4.47 7.27
H -1.78 4.32 5.97
H 1.36 5.17 5.56
H 0.03 5.38 4.28
H -0.61 2.93 4.38
H 1.12 3.19 3.79
H 1.32 2.80 6.75
H 1.98 1.74 5.35
H -0.08 1.11 7.39
H -1.04 1.20 5.83
H 1.50 -0.44 5.22
H 0.92 -0.89 6.90
H -1.45 -1.33 6.16
H -0.21 -2.51 5.53
H -1.98 1.74 3.18
H -4.31 2.90 3.66
H -6.31 1.64 4.86
H -5.99 -0.96 5.54
H -3.66 -2.21 5.10
H 0.23 0.80 3.50
H -0.45 0.17 1.99
H 1.37 -0.83 1.63
H 1.93 -1.20 3.27
H 0.22 -4.24 4.32
H 0.83 -4.91 2.73
H 2.81 -4.85 4.09
H 2.98 -3.16 3.20
H -0.27 -3.88 0.53
H 0.30 -2.16 0.32
H 2.39 -4.45 1.20
H 1.81 -4.16 -0.50
H 2.66 -1.52 -0.08
H 3.63 -2.26 1.29
H 4.26 -4.18 -0.59
H 3.68 -2.88 -1.79
H 5.81 -2.34 0.16
H -1.48 -3.09 3.66
H -3.26 -2.47 2.47
H -2.21 -3.48 1.37
H -3.62 0.00 0.49
H -4.33 -1.74 0.75
H -4.06 -2.31 -1.46
H -2.35 -1.48 -1.59
H -2.68 -0.65 -3.54
H -4.15 0.35 -4.02
H -2.28 1.37 -1.70
H -3.50 2.33 -2.81
H -1.82 1.77 -3.50
N 1.62 1.92 0.62
C 1.11 2.47 -0.50
C 1.63 3.59 -1.12
C 2.75 4.19 -0.56
C 3.30 3.65 0.60
C 2.70 2.52 1.14
H 0.23 1.96 -0.90
H 1.18 3.98 -2.02
H 3.19 5.06 -1.02
H 4.17 4.09 1.06
H 3.09 2.06 2.04
N 0.36 1.96 -5.63
C 1.01 1.24 -6.56
C 0.68 1.25 -7.91
C -0.38 2.04 -8.32
C -1.07 2.79 -7.37
C -0.66 2.72 -6.05
H 1.83 0.63 -6.19
H 1.24 0.65 -8.62
H -0.67 2.07 -9.36
H -1.91 3.42 -7.66
H -1.17 3.29 -5.28
N -1.54 -1.35 -8.66
C -2.01 -1.96 -9.76
C -3.22 -2.63 -9.81
C -3.98 -2.69 -8.65
C -3.52 -2.07 -7.50
C -2.30 -1.42 -7.56
H -1.38 -1.89 -10.64
H -3.55 -3.10 -10.72
H -4.94 -3.21 -8.65
H -4.09 -2.10 -6.58
H -1.89 -0.92 -6.68
N 3.91 -0.81 -4.83
C 4.82 -1.05 -3.88
C 6.12 -1.45 -4.13
C 6.51 -1.59 -5.46
C 5.59 -1.35 -6.47
C 4.31 -0.96 -6.10
H 4.46 -0.93 -2.86
H 6.81 -1.63 -3.32
H 7.52 -1.90 -5.70
H 5.86 -1.45 -7.51
H 3.56 -0.75 -6.86
```



(2)
This record from OMol25 describes C49H72BrCrFN8O5PSb2 as an isolated structure at a distorted geometry. The level of theory is ωB97M-V with the def2-TZVPD basis set.

Computed properties:
energy relative to the best compared isomer or geometry (same formula, charge and spin) = 0.881 eV
orbital gap (spin up / spin down) = 4.52 / 4.63 eV
total charge = +1
total energy = -7264.480852 a.u.
E_HOMO (spin up / spin down) = -8.01 / -8.12 eV
multiplicity = 5
lowest unoccupied orbital energy (spin up / spin down) = -3.5 / -3.5 eV

Geometry as XYZ:
```
140
C49H72BrCrFN8O5PSb2, DFT ωB97M-V with the def2-TZVPD basis set
Cr 0.13 -1.98 -0.87
C 4.91 -3.05 0.30
Sb 3.75 -1.34 -0.31
C 4.79 -0.03 1.09
C 5.11 -0.99 -2.04
C 4.74 0.25 -2.77
C 5.21 1.48 -2.30
C 4.84 2.68 -2.89
C 3.97 2.66 -3.97
C 3.51 1.45 -4.46
C 3.88 0.24 -3.88
C 3.32 -1.03 -4.44
Sb 1.48 -1.59 -3.36
C 0.40 0.01 -4.34
C 0.78 -3.05 -4.78
H 5.90 -2.71 0.58
H 4.99 -3.76 -0.53
H 4.43 -3.55 1.14
H 5.85 -0.04 0.82
H 4.67 -0.41 2.11
H 4.41 0.99 1.04
H 5.06 -1.90 -2.63
H 6.08 -0.91 -1.55
H 5.90 1.48 -1.46
H 5.22 3.62 -2.51
H 3.66 3.59 -4.44
H 2.85 1.44 -5.32
H 4.01 -1.87 -4.39
H 2.99 -0.91 -5.47
H 0.68 0.01 -5.39
H 0.66 0.97 -3.89
H -0.66 -0.18 -4.24
H 0.90 -2.66 -5.79
H -0.28 -3.22 -4.56
H 1.32 -3.99 -4.67
F 2.21 4.45 -0.26
C 1.00 4.00 -0.62
C 0.78 2.66 -0.74
C -0.46 2.19 -1.16
C -0.69 0.76 -1.26
O 0.22 -0.01 -0.90
C -1.96 0.35 -1.77
C -2.88 1.30 -2.07
N -2.70 2.64 -1.92
C -3.75 3.54 -2.32
C -4.46 3.30 -3.62
C -3.51 4.45 -3.50
C -1.48 3.11 -1.46
C -1.25 4.48 -1.27
C -0.02 4.95 -0.86
N 0.27 6.32 -0.73
C 0.85 6.81 0.51
C -0.23 7.30 1.48
N -1.05 8.35 0.78
C -1.69 7.79 -0.46
C -0.56 7.30 -1.37
C -2.29 -1.07 -2.20
O -3.42 -1.31 -2.57
O -1.29 -1.88 -2.23
H 1.58 1.96 -0.54
H -3.84 0.98 -2.45
H -4.34 3.92 -1.50
H -5.52 3.50 -3.65
H -4.15 2.45 -4.22
H -3.91 5.46 -3.47
H -2.56 4.36 -4.00
H -2.06 5.16 -1.47
H 1.53 7.63 0.29
H 1.42 6.03 1.00
H 0.20 7.73 2.38
H -0.90 6.48 1.76
H -0.43 9.11 0.51
H -1.76 8.73 1.41
H -2.29 8.56 -0.93
H -2.33 6.96 -0.15
H 0.06 8.16 -1.65
H -0.98 6.89 -2.29
O 1.65 -2.42 0.37
O 1.92 -3.76 0.41
N -1.02 -1.92 0.63
P -1.00 -2.05 2.17
N -2.23 -1.13 2.92
C -2.17 0.30 2.61
C -3.11 0.66 1.46
C -4.58 0.44 1.87
C -4.64 -0.58 3.02
C -3.60 -1.68 2.81
N -1.29 -3.60 2.70
C -1.36 -4.66 1.66
C -1.29 -6.03 2.31
C -2.50 -6.27 3.23
C -2.98 -4.96 3.87
C -1.80 -4.00 4.02
N 0.40 -1.56 2.96
C 1.20 -0.42 2.55
C 1.27 0.64 3.65
C 1.79 0.01 4.95
C 0.96 -1.22 5.31
C 0.96 -2.20 4.14
H -1.15 0.56 2.32
H -2.42 0.88 3.51
H -2.85 0.00 0.64
H -2.94 1.70 1.14
H -5.14 0.06 1.01
H -5.05 1.38 2.18
H -5.63 -1.03 3.08
H -4.46 -0.09 3.97
H -3.77 -2.14 1.83
H -3.75 -2.44 3.57
H -0.53 -4.52 0.98
H -2.28 -4.57 1.07
H -0.36 -6.09 2.88
H -1.24 -6.79 1.53
H -2.23 -6.99 4.00
H -3.32 -6.71 2.65
H -3.43 -5.14 4.84
H -3.73 -4.49 3.23
H -1.02 -4.53 4.58
H -2.06 -3.11 4.59
H 0.81 -0.02 1.61
H 2.22 -0.77 2.35
H 0.28 1.06 3.82
H 1.93 1.45 3.33
H 1.75 0.75 5.76
H 2.83 -0.28 4.82
H -0.08 -0.93 5.52
H 1.36 -1.70 6.21
H 0.42 -3.11 4.38
H 2.00 -2.49 3.91
Br 0.98 -8.48 -1.28
C 0.76 -6.60 -1.28
C -0.46 -6.07 -1.83
C -0.63 -4.73 -1.75
N 0.29 -3.86 -1.27
C 1.59 -4.34 -0.88
C 1.72 -5.82 -0.78
H -1.22 -6.72 -2.24
H -1.56 -4.26 -2.05
H 2.36 -3.94 -1.58
H 2.63 -6.21 -0.34
```



- Among the records above, which one has the highest multiplicity?
  C49H72BrCrFN8O5PSb2